13
Properties=species:S:1:pos:R:3:lowdin_charge:R:1 method="wB97M-V/def2-TZVPD" total_energy_ev=-8807.24094 multiplicity=1 lumo_ev="-6.6 / -6.6" relative_energy_ev=5.710 max_force_ev_per_a=3.8 charge=+1
C 0.835 0.689 1.165 -0.012
C -0.415 0.747 0.628 0.048
C 1.655 0.038 0.264 0.036
C -0.543 0.116 -0.671 -0.131
C 0.866 -0.478 -0.924 -0.119
N 3.423 0.489 0.004 0.164
O 3.933 -0.477 -0.320 0.106
H 0.997 1.245 2.042 0.119
H -1.138 1.388 1.150 0.154
H -1.217 -0.875 -0.734 0.202
H -0.942 0.828 -1.385 0.143
H 1.282 -0.078 -1.843 0.137
H 0.917 -1.578 -0.998 0.152

***

55
Properties=species:S:1:pos:R:3:lowdin_charge:R:1 method="wB97M-V/def2-TZVPD" total_energy_ev=-69895.97909 multiplicity=1 lumo_ev=-0.1 relative_energy_ev=0.000 max_force_ev_per_a=0.4 charge=0
Tl -1.317 -1.122 1.963 0.602
C 0.047 1.029 6.048 -0.050
C 1.398 1.259 5.862 -0.050
C 2.078 0.520 4.910 -0.014
C 1.380 -0.431 4.172 -0.263
N 0.077 -0.641 4.343 0.014
C -0.568 0.075 5.255 -0.149
C 2.081 -1.209 3.109 -0.204
C 3.422 -1.540 3.274 -0.009
C 4.085 -2.155 2.231 -0.040
C 3.395 -2.425 1.065 -0.003
C 2.040 -2.117 0.994 -0.181
N 1.401 -1.531 2.008 0.114
C 1.247 -2.429 -0.240 -0.207
C 1.841 -2.966 -1.378 -0.005
C 1.062 -3.215 -2.493 -0.049
C -0.293 -2.941 -2.445 -0.047
C -0.806 -2.417 -1.270 -0.179
N -0.056 -2.161 -0.206 0.014
H -0.528 1.590 6.771 0.106
H 1.915 2.018 6.434 0.110
H 3.124 0.708 4.711 0.113
H -1.633 -0.114 5.339 0.112
H 3.926 -1.328 4.206 0.113
H 5.132 -2.416 2.321 0.113
H 3.911 -2.871 0.229 0.100
H 2.897 -3.186 -1.410 0.100
H 1.512 -3.618 -3.391 0.111
H -0.937 -3.118 -3.295 0.108
H -1.859 -2.178 -1.180 0.092
C -1.790 3.765 1.933 -0.140
C -1.526 2.470 1.189 -0.807
S -0.244 1.486 1.842 0.438
C -2.223 2.207 0.060 -0.737
C -3.213 3.149 -0.578 -0.128
S -1.971 0.714 -0.836 0.512
H -1.257 3.761 2.880 0.045
H -2.856 3.900 2.131 0.074
H -1.448 4.625 1.352 0.085
H -3.432 4.004 0.060 0.058
H -4.155 2.645 -0.804 0.067
H -2.820 3.531 -1.525 0.077
C -2.856 -0.044 -5.766 -0.031
C -1.509 0.260 -5.180 -0.335
C -0.359 0.301 -5.959 -0.029
C 0.819 0.626 -5.310 -0.137
N 0.882 0.862 -4.007 0.044
C -0.274 0.766 -3.343 -0.732
S -0.056 1.001 -1.608 0.656
N -1.461 0.485 -3.868 0.094
H -2.936 0.325 -6.787 0.077
H -3.630 0.405 -5.148 0.080
H -3.026 -1.123 -5.784 0.082
H -0.384 0.098 -7.021 0.105
H 1.752 0.711 -5.857 0.107

***

19
Properties=species:S:1:pos:R:3:lowdin_charge:R:1 method="wB97M-V/def2-TZVPD" total_energy_ev=-41932.70120 multiplicity=5 lumo_ev="-6.1 / -6.2" relative_energy_ev=0.000 s2=6.097 max_force_ev_per_a=3.3 charge=+1
O 1.896 1.664 0.448 -0.083
C 3.067 1.268 0.227 -0.187
C 3.339 0.040 -0.445 0.175
H 3.908 1.864 0.616 0.157
H 4.097 -0.635 -0.044 0.107
H 2.894 -0.107 -1.438 0.108
O 0.785 -1.112 -0.218 -0.227
O -1.311 1.767 -0.290 -0.236
C -2.498 1.116 0.009 -0.272
C -2.343 -0.402 -0.078 -0.167
O -1.246 -0.778 0.757 -0.175
C -0.313 -1.768 0.241 -0.311
Cr 0.193 0.716 0.168 1.235
H -3.317 1.399 -0.681 0.145
H -2.853 1.364 1.030 0.140
H -2.119 -0.690 -1.121 0.143
H -3.257 -0.926 0.245 0.151
H -0.087 -2.418 1.105 0.149
H -0.835 -2.360 -0.534 0.148

***

50
Properties=species:S:1:pos:R:3:lowdin_charge:R:1 method="wB97M-V/def2-TZVPD" total_energy_ev=-49641.91969 multiplicity=1 lumo_ev=-0.1 relative_energy_ev=0.125 max_force_ev_per_a=0.6 smiles="CN(CCCCNC(=O)c1cc2nc(Cl)ccc2o1)C(=O)[C@](C)(O)CC(F)F" charge=0
C 4.089 -1.103 -0.472 -0.029
N 2.720 -0.629 -0.614 -0.078
C 1.670 -1.563 -0.234 -0.165
C 1.696 -2.830 -1.093 -0.165
C 0.469 -3.741 -1.004 -0.173
C -0.885 -3.150 -1.403 -0.163
N -1.356 -2.023 -0.621 0.069
C -1.833 -2.175 0.634 -0.425
O -1.958 -3.242 1.202 0.099
C -2.198 -0.881 1.282 -0.145
C -2.463 0.340 0.766 0.069
C -2.693 1.192 1.898 -0.218
N -2.964 2.502 1.970 0.117
C -3.102 2.970 3.184 -0.730
Cl -3.446 4.670 3.330 0.660
C -2.992 2.225 4.370 -0.083
C -2.706 0.877 4.295 0.041
C -2.554 0.375 3.016 -0.199
O -2.256 -0.895 2.647 0.130
C 2.555 0.589 -1.185 -0.384
O 3.516 1.242 -1.565 0.062
C 1.141 1.231 -1.262 -0.420
C 0.712 1.627 0.153 0.015
O 0.205 0.297 -1.836 -0.024
C 1.262 2.457 -2.171 -0.048
C 0.024 3.307 -2.261 -0.354
F 0.232 4.323 -3.137 0.065
F -1.034 2.567 -2.774 0.026
H 4.741 -0.270 -0.224 0.089
H 4.117 -1.843 0.327 0.092
H 4.460 -1.560 -1.392 0.099
H 1.811 -1.829 0.820 0.138
H 0.722 -1.065 -0.310 0.067
H 1.819 -2.508 -2.134 0.124
H 2.583 -3.418 -0.847 0.108
H 0.640 -4.607 -1.648 0.114
H 0.373 -4.132 0.013 0.113
H -0.853 -2.816 -2.442 0.125
H -1.634 -3.939 -1.334 0.123
H -1.124 -1.097 -0.948 0.093
H -2.503 0.611 -0.276 0.127
H -3.130 2.718 5.320 0.103
H -2.606 0.259 5.177 0.129
H 1.422 2.346 0.565 0.110
H -0.282 2.074 0.151 0.075
H 0.684 0.761 0.813 0.085
H -0.372 0.793 -2.430 0.088
H 2.074 3.087 -1.813 0.140
H 1.531 2.139 -3.180 0.150
H -0.326 3.737 -1.323 0.156

***

42
Properties=species:S:1:pos:R:3:lowdin_charge:R:1 method="wB97M-V/def2-TZVPD" total_energy_ev=-37801.67188 multiplicity=1 lumo_ev=0.2 relative_energy_ev=1.036 max_force_ev_per_a=0.7 smiles="CSc1nc(N(C)NC(=O)c2cccc(C)c2)c2ccccc2n1" charge=0
C -0.563 -3.090 -0.037 -0.418
S 1.224 -3.401 -0.163 0.922
C 1.847 -1.766 -0.138 -0.691
N 0.957 -0.769 -0.143 0.105
C 1.427 0.476 -0.131 -0.194
N 0.504 1.452 -0.305 -0.066
C 0.756 2.745 -0.901 -0.028
N -0.823 1.021 -0.387 0.116
C -1.858 1.744 0.126 -0.424
O -1.743 2.889 0.511 0.081
C -3.165 1.028 0.067 -0.130
C -4.309 1.777 -0.192 -0.019
C -5.542 1.157 -0.241 -0.064
C -5.645 -0.206 -0.017 -0.041
C -4.517 -0.965 0.270 -0.265
C -4.620 -2.440 0.515 -0.047
C -3.280 -0.336 0.308 0.009
C 2.825 0.731 0.064 -0.073
C 3.413 1.964 0.390 -0.040
C 4.775 2.070 0.514 -0.081
C 5.599 0.955 0.321 -0.072
C 5.053 -0.274 0.071 -0.012
C 3.657 -0.420 -0.026 -0.223
N 3.145 -1.662 -0.161 0.085
H -0.902 -2.553 -0.917 0.029
H -0.756 -2.523 0.868 0.023
H -1.040 -4.063 0.017 0.029
H 1.745 2.764 -1.353 0.090
H 0.008 2.913 -1.678 0.103
H 0.654 3.541 -0.162 0.089
H -0.879 0.018 -0.532 0.112
H -4.210 2.840 -0.351 0.118
H -6.429 1.736 -0.449 0.105
H -6.613 -0.685 -0.053 0.111
H -3.916 -2.755 1.283 0.078
H -4.386 -2.987 -0.399 0.085
H -5.625 -2.713 0.825 0.076
H -2.409 -0.921 0.564 0.097
H 2.794 2.822 0.594 0.104
H 5.217 3.021 0.772 0.103
H 6.670 1.066 0.404 0.105
H 5.657 -1.161 -0.029 0.113